Record 1
Computed, not measured: a structure of composition C24H58BrClN6O7Si2 in a non-equilibrium geometry, with wB97M-V/def2-TZVPD.

Output
Energy = -5417.83836 Ha
HOMO-LUMO gap = 8.930 eV

Each line ends with the Löwdin charge.
Positions of all 99 atoms, in Å:
C1 -4.41767 -4.35256 0.06968  -0.098
C2 -3.46092 -5.47825 0.44519  -0.337
C3 -4.25920 -6.77551 0.71425  -0.752
Br1 -3.48946 -8.27590 -0.29620  0.662
Si1 -4.33556 -7.34795 2.50938  0.422
C4 -2.83928 -8.29907 3.12309  -0.283
C5 -1.50826 -7.52711 3.15673  -0.316
C6 -0.36075 -8.52978 3.16840  -0.585
Cl1 1.17337 -7.77122 2.61562  0.543
O1 -4.64821 -6.06905 3.55467  -0.441
Si2 -5.84330 -6.21491 4.71459  0.523
H1 -3.86976 -3.44789 -0.17637  0.041
H2 -5.09783 -4.14335 0.89612  0.076
H3 -5.01772 -4.63373 -0.79029  0.080
H4 -2.81924 -5.20498 1.27765  0.095
H5 -2.84627 -5.65848 -0.42882  0.076
H6 -5.28091 -6.63579 0.38219  0.050
H7 -5.47923 -8.28434 2.59665  0.007
H8 -2.71691 -9.18552 2.50914  0.049
H9 -3.05322 -8.62793 4.13981  0.082
H10 -1.40206 -6.92132 4.05033  0.111
H11 -1.38595 -6.91686 2.26770  0.079
H12 -0.20758 -8.95676 4.14982  0.075
H13 -0.54860 -9.32833 2.46459  0.063
H14 -6.71829 -5.02657 4.71435  -0.070
H15 -5.19519 -6.40548 6.02390  -0.068
H16 -6.72616 -7.37719 4.48994  -0.069
C7 -1.93971 -0.32308 0.56129  -0.001
C8 -1.80789 -1.20220 -0.65853  -0.551
O2 -2.76615 -1.81341 -1.12330  -0.003
N1 -0.58566 -1.30315 -1.21967  0.022
C9 0.66334 -0.67894 -0.79548  -0.069
H17 -2.97190 -0.34676 0.89807  0.081
H18 -1.29747 -0.68723 1.36387  0.086
H19 -1.67030 0.70644 0.32178  0.080
H20 -0.56415 -1.91145 -2.02339  0.142
H21 1.05777 -0.05426 -1.59807  0.060
H22 1.36849 -1.47918 -0.55784  0.048
H23 0.51663 -0.06298 0.08455  0.075
C10 4.15294 -2.69546 0.81107  -0.002
C11 2.86902 -3.47962 0.86064  -0.527
O3 1.78644 -2.94170 0.65813  0.004
N2 2.91617 -4.80501 1.12799  0.012
C12 4.06805 -5.63815 1.40497  -0.085
H24 3.91038 -1.66118 0.59340  0.061
H25 4.67485 -2.72886 1.76684  0.089
H26 4.80229 -3.08237 0.02313  0.086
H27 2.00645 -5.24194 1.13442  0.111
H28 4.11875 -6.43945 0.66549  0.083
H29 3.95600 -6.08648 2.39380  0.071
H30 4.99562 -5.07642 1.37504  0.075
C13 2.35839 1.68592 2.85025  -0.010
C14 3.47945 1.19552 1.96438  -0.556
O4 4.17471 0.23760 2.28788  0.004
N3 3.67174 1.85207 0.79983  0.024
C15 2.93265 3.00435 0.28232  -0.059
H31 2.32144 1.06442 3.73977  0.080
H32 2.53042 2.72042 3.14903  0.083
H33 1.40188 1.61508 2.33100  0.075
H34 4.41952 1.47286 0.24099  0.136
H35 2.45672 2.73583 -0.66290  0.056
H36 3.61975 3.82579 0.12122  0.047
H37 2.16473 3.32071 0.97843  0.077
C16 -0.26791 3.89564 -3.41336  -0.014
C17 -0.07423 2.50777 -2.85861  -0.527
O5 0.83502 2.23637 -2.08340  0.005
N4 -0.95864 1.55559 -3.24646  0.025
C18 -2.09024 1.69805 -4.14545  -0.062
H38 0.50760 4.54278 -3.01211  0.078
H39 -0.19245 3.88933 -4.50028  0.090
H40 -1.24007 4.29294 -3.12662  0.072
H41 -0.78471 0.64894 -2.83971  0.111
H42 -3.01046 1.43526 -3.62176  0.086
H43 -1.97154 1.02490 -4.99592  0.084
H44 -2.17213 2.71627 -4.51112  0.073
C19 4.40497 8.27437 0.51701  -0.010
C20 4.29167 6.91326 -0.12714  -0.541
O6 3.61369 6.02136 0.35835  0.027
N5 4.97841 6.70663 -1.28199  0.009
C21 5.82973 7.63641 -2.00120  -0.076
H45 3.80563 8.28066 1.42168  0.082
H46 5.44094 8.48946 0.78098  0.085
H47 4.03521 9.04979 -0.15510  0.083
H48 4.86030 5.77963 -1.66026  0.140
H49 5.44138 7.78876 -3.00951  0.083
H50 6.83924 7.22969 -2.07714  0.084
H51 5.87543 8.59410 -1.49491  0.070
C22 -3.60326 7.90305 -3.54015  -0.010
C23 -2.29521 7.18580 -3.77197  -0.549
O7 -2.21234 6.20695 -4.49727  0.021
N6 -1.19394 7.66730 -3.13756  0.010
C24 -1.09591 8.80573 -2.24283  -0.075
H52 -4.37932 7.40193 -4.10955  0.082
H53 -3.87223 7.87948 -2.48350  0.085
H54 -3.53713 8.93937 -3.87323  0.084
H55 -0.35559 7.14327 -3.33435  0.132
H56 -0.39461 9.53598 -2.65007  0.082
H57 -0.72909 8.47854 -1.26867  0.084
H58 -2.06089 9.28237 -2.11193  0.071



Record 2
Computed, not measured: a structure of composition C29H21F6N4O14PdS2 in a non-equilibrium geometry, with wB97M-V/def2-TZVPD.

Output
Energy = -3913.56318 Ha
2S+1 = 3
HOMO-LUMO gap (alpha / beta) = 6.599 / 7.528 eV
Energy above the lowest of the compared OMol25 structures with the same formula, charge and spin = 19.3 kcal/mol
Charge = -1
<S²> = 2.005

Each line ends with the Löwdin charge.
Positions of all 77 atoms, in Å:
Pd1 0.06136 -0.12992 -0.61845  1.135
O1 6.75464 -0.43442 1.36526  -0.054
C1 6.41535 -0.30464 -0.00285  -0.209
C2 4.92864 -0.18207 -0.16164  -0.176
C3 4.36745 -0.15985 -1.43626  0.012
C4 2.99883 -0.05295 -1.55506  -0.097
N1 2.17742 0.04561 -0.51270  0.029
C5 2.70110 0.03419 0.72802  -0.165
C6 4.07963 -0.08312 0.91647  0.057
C7 1.77291 0.15395 1.85462  -0.172
C8 2.14586 -0.02696 3.19027  0.052
C9 1.19677 0.03657 4.18946  -0.181
C10 1.56463 -0.21734 5.63166  -0.213
O2 2.71027 -1.02935 5.79846  -0.058
C11 -0.12435 0.31966 3.84521  0.004
C12 -0.42494 0.49873 2.50936  -0.080
N2 0.49149 0.41366 1.56023  0.072
H1 7.69879 -0.59065 1.43242  0.089
H2 6.75937 -1.17264 -0.57622  0.131
H3 6.88484 0.58689 -0.43736  0.131
H4 4.98576 -0.22850 -2.32178  0.122
H5 2.53034 -0.00617 -2.52584  0.107
H6 4.49104 -0.10738 1.91476  0.110
H7 3.17267 -0.24045 3.45310  0.115
H8 0.70188 -0.65061 6.14920  0.122
H9 1.79826 0.73211 6.11806  0.132
H10 2.58369 -1.84435 5.30033  0.097
H11 -0.89184 0.38901 4.60463  0.117
H12 -1.43136 0.71203 2.16732  0.122
O3 -1.61027 -1.02579 -2.32005  -0.002
C13 -2.41636 -0.75154 -1.41690  -0.629
O4 -2.04686 -0.29033 -0.29339  -0.102
C14 -3.89349 -0.95371 -1.57776  -0.107
C15 -4.76555 0.01248 -1.07939  -0.001
C16 -6.12838 -0.19809 -1.10277  0.005
C17 -6.61699 -1.39762 -1.61234  -0.159
C18 -5.75919 -2.35437 -2.13981  0.013
C19 -4.39563 -2.12531 -2.13246  0.015
N3 -8.03806 -1.66992 -1.54886  -0.361
O5 -8.45029 -2.72024 -2.00604  0.064
O6 -8.76571 -0.83039 -1.04641  0.057
H13 -4.35912 0.92341 -0.66270  0.121
H14 -6.82348 0.53026 -0.71308  0.114
H15 -6.17420 -3.27328 -2.52681  0.118
H16 -3.70891 -2.86523 -2.52133  0.127
O7 1.05183 2.04964 -2.58160  0.004
C20 0.34117 2.52688 -1.69419  -0.597
O8 -0.36575 1.84941 -0.85796  -0.159
C21 0.24225 4.02379 -1.51501  -0.127
C22 1.07470 4.86506 -2.23478  -0.024
C23 1.06599 6.24760 -2.03724  0.004
C24 0.19485 6.73393 -1.09574  -0.217
O9 0.00627 8.03464 -0.68965  0.020
C25 -1.01500 7.99484 0.29734  -0.158
O10 -1.41688 6.64763 0.48074  0.023
C26 -0.65432 5.89635 -0.38740  -0.198
C27 -0.65670 4.53927 -0.56907  0.071
H17 1.74504 4.41992 -2.95789  0.112
H18 1.71813 6.90913 -2.59152  0.113
H19 -1.87050 8.59412 -0.03292  0.132
H20 -0.63236 8.39505 1.24241  0.131
H21 -1.30219 3.87293 -0.01724  0.126
F1 2.03186 -4.07650 -2.71585  0.131
C28 0.95345 -3.32884 -2.47382  -0.651
F2 -0.01595 -3.70451 -3.28772  0.151
F3 1.30274 -2.06643 -2.74819  0.105
S1 0.47112 -3.49732 -0.65180  0.612
O11 0.45020 -2.14657 -0.10437  -0.386
O12 1.51561 -4.31273 -0.11089  -0.278
N4 -0.97262 -4.10690 -0.59218  -0.285
S2 -0.99655 -5.70473 -0.71075  0.592
O13 -0.06148 -6.19143 -1.68233  -0.290
O14 -2.33542 -6.19849 -0.74138  -0.284
C29 -0.35340 -6.30623 0.97182  -0.650
F4 -0.27121 -5.31365 1.86501  0.115
F5 -1.21883 -7.20575 1.47214  0.107
F6 0.82596 -6.91146 0.87145  0.131



Record 3
Computed, not measured: a structure of composition C16H19N3S in a non-equilibrium geometry, with wB97M-V/def2-TZVPD.

Output
Energy = -1182.89336 Ha
HOMO-LUMO gap = 7.917 eV
Energy above the lowest of the compared OMol25 structures with the same formula, charge and spin = 428.2 kcal/mol

Each line ends with the Löwdin charge.
Positions of all 39 atoms, in Å:
C1 6.62650 -0.73119 1.02355  -0.058
C2 5.30706 -0.50644 0.52202  -0.418
C3 4.38990 -1.44483 0.51338  -0.056
C4 2.97283 -1.37228 0.13995  -0.002
C5 2.49376 -0.25845 -0.40259  -0.357
C6 3.34761 0.87182 -0.22888  -0.039
C7 4.62217 0.62229 0.27386  -0.103
H1 5.38474 1.59840 -0.04972  0.165
H2 3.06267 1.96517 -0.72163  0.159
N1 1.19821 0.07099 -0.63988  -0.034
C8 0.49336 1.62535 -0.62886  0.008
C9 -0.99700 1.46031 -0.26109  -0.053
N2 -1.64476 0.27628 -1.10017  -0.160
N3 -2.87729 0.17533 -0.65224  0.029
C10 -3.64302 0.64843 0.05780  -0.222
C11 -5.04346 0.17744 0.51375  -0.582
C12 -5.86447 0.52683 1.32950  -0.276
C13 -7.16312 -0.05487 1.30309  -0.155
C14 -7.01912 -0.88938 0.23320  -0.624
S1 -5.64880 -1.06832 -0.41405  1.093
H3 -7.96261 -1.67808 -0.04321  0.149
H4 -8.08982 0.32888 1.99967  0.162
H5 -5.71016 1.62354 2.00146  0.194
H6 -3.37881 1.55173 0.98572  0.165
C15 -0.90393 -0.33032 -1.99221  -0.052
H7 -0.46062 -0.01570 -2.68704  -0.001
C16 0.29873 -1.18182 -0.93303  0.035
H8 -0.05027 -1.31535 -0.04507  0.054
H9 0.76230 -1.78021 -1.39698  -0.013
H10 -1.53451 -1.36408 -1.93230  0.190
H11 -0.90263 1.13939 0.83965  0.152
H12 -1.36750 2.34016 -0.33213  0.038
H13 0.60562 1.90618 -1.63561  0.100
H14 1.08446 1.95953 0.00080  0.001
H15 2.20061 -2.23876 0.21924  0.138
H16 4.58670 -2.31648 0.89855  0.058
H17 7.15762 0.20968 0.79392  0.078
H18 6.61553 -1.16990 2.19241  0.165
H19 7.05153 -1.36125 0.25518  0.076



Record 4
Computed, not measured: a cluster of 2 separate species, C2H6NO in total, with wB97M-V/def2-TZVPD.

Output
Energy = -209.69896 Ha
2S+1 = 2
HOMO-LUMO gap (alpha / beta) = 6.372 / 11.045 eV
Energy above the lowest of the compared OMol25 structures with the same formula, charge and spin = 11.5 kcal/mol
<S²> = 0.753

Each line ends with the Löwdin charge.
Positions of all 10 atoms, in Å:
O1 1.61055 -1.03300 0.06167  -0.020
C1 1.15481 -1.29410 1.14472  -0.115
H1 1.41756 -2.24299 1.63783  0.085
H2 0.46719 -0.59784 1.65039  0.084
C2 -1.32690 0.54791 -0.98870  -0.130
N1 -0.19832 1.18496 -0.51216  -0.036
H3 -2.18838 1.16367 -1.18626  0.020
H4 -1.31796 -0.50412 -1.19954  0.020
H5 0.61473 0.61590 -0.31233  0.022
H6 -0.23328 2.15961 -0.29563  0.070



Record 5
Computed, not measured: a structure of composition C13H13BCsN4O4S in a non-equilibrium geometry, with wB97M-V/def2-TZVPD.

Output
Energy = -1466.43835 Ha
HOMO-LUMO gap = 4.744 eV
Energy above the lowest of the compared OMol25 structures with the same formula, charge and spin = 0.0 kcal/mol
Charge = -1

Each line ends with the Löwdin charge.
Positions of all 37 atoms, in Å:
Cs1 0.73306 0.65526 0.13062  1.099
O1 0.72654 0.29602 4.96240  0.005
C1 1.04059 0.02760 3.77886  -0.615
O2 0.25807 -0.24741 2.79964  -0.239
C2 2.45040 0.03161 3.35541  -0.202
C3 3.46816 0.28535 4.29075  0.008
C4 4.79407 0.39061 3.83574  -0.061
C5 5.06960 0.24576 2.46363  -0.081
C6 4.01832 -0.13259 1.65736  -0.193
N1 2.76525 -0.22718 2.07329  -0.022
H1 3.20260 0.48760 5.32311  0.114
H2 5.56263 0.62459 4.60299  0.109
H3 6.08234 0.35640 2.06854  0.098
H4 4.17211 -0.35477 0.57547  0.111
N2 -2.24086 -0.33910 0.59978  -0.194
N3 -3.21772 0.30675 1.31042  -0.200
C7 -3.28508 0.46447 2.66730  -0.951
N4 -2.17920 0.34285 3.39069  0.096
S1 -4.87696 0.77724 3.23233  0.352
H5 -2.66545 -0.26670 -0.67074  -0.002
H6 -2.32374 -1.33662 0.80929  0.048
H7 -4.12350 0.49098 0.87879  0.075
H8 -1.18640 0.07193 3.04841  0.032
H9 -2.28551 0.43540 4.40336  0.087
O3 -1.14040 -0.22095 -2.26077  0.016
B1 -2.48449 -0.20014 -1.97389  -0.451
O4 -3.16833 -0.40796 -3.15128  0.140
C8 -2.22957 -0.35546 -4.20249  -0.172
C9 -2.39265 -0.39455 -5.59663  0.001
C10 -1.23797 -0.34596 -6.39647  -0.099
C11 0.06732 -0.15551 -5.84100  -0.098
C12 0.17549 -0.10465 -4.44728  -0.025
C13 -0.96995 -0.17435 -3.65542  -0.190
H10 -3.33726 -0.53929 -6.06301  0.099
H11 -1.35478 -0.40825 -7.47159  0.086
H12 0.92529 -0.07909 -6.53661  0.100
H13 1.18797 0.00011 -3.99102  0.118



Record 6
Computed, not measured: a cluster of 2 separate species, C5H10O2 in total in a non-equilibrium geometry, with wB97M-V/def2-TZVPD.

Output
Energy = -346.90847 Ha
HOMO-LUMO gap = 8.765 eV
Energy above the lowest of the compared OMol25 structures with the same formula, charge and spin = 73.4 kcal/mol
SMILES string = C/C=C/C=C/O.O

Each line ends with the Löwdin charge.
Positions of all 17 atoms, in Å:
C1 0.57559 -1.86184 1.52598  -0.100
C2 0.17135 -1.06725 0.34033  -0.202
C3 0.14616 0.26029 0.15101  -0.147
C4 -1.02561 0.95589 -0.35487  -0.089
C5 -1.25533 2.26169 -0.12202  -0.198
O1 -2.26145 2.87811 -0.80815  0.001
H1 -0.10872 -1.79337 2.37411  0.079
H2 0.78534 -2.92062 1.37000  0.067
H3 1.57832 -1.50486 1.83371  0.081
H4 -0.46590 -1.53350 -0.41995  0.109
H5 0.85985 0.93923 0.62990  0.114
H6 -1.87168 0.35318 -0.66592  0.120
H7 -0.63666 2.89328 0.50682  0.117
H8 -2.70875 3.49841 -0.23683  0.090
O2 1.77775 -1.16964 -2.33444  -0.059
H9 2.72270 -1.20192 -2.40885  0.019
H10 1.71702 -0.98707 -1.38084  -0.002